(1)
{
  "formula": "C14H22N5O3",
  "method": "the ωB97M-V functional and the def2-TZVPD basis",
  "symbols": ["C", "N", "C", "O", "C", "C", "C", "C", "N", "C", "N", "N", "C", "O", "C", "C", "C", "C", "N", "C", "C", "O", "H", "H", "H", "H", "H", "H", "H", "H", "H", "H", "H", "H", "H", "H", "H", "H", "H", "H", "H", "H", "H", "H"],
  "positions_angstrom": [[-0.8655, -0.2222, 4.8237], [-0.8163, 0.2187, 3.4356], [-0.4315, 1.3998, 2.9743], [-0.0839, 2.3233, 3.6803], [-0.4647, 1.5507, 1.4210], [0.0244, 2.9575, 0.9468], [-0.4223, 3.3106, -0.4412], [-0.9119, 4.5247, -0.8237], [-1.1584, 4.4436, -2.1579], [-0.8705, 3.1970, -2.5814], [-0.3660, 2.5055, -1.5558], [0.3160, 0.4893, 0.7652], [-0.1083, -0.7730, 0.5586], [-1.2684, -1.0887, 0.7880], [0.9541, -1.7464, -0.0608], [1.1260, -3.0681, 0.6688], [1.2720, -4.0871, -0.4708], [0.4265, -3.5281, -1.6016], [0.6177, -2.1013, -1.4323], [0.5674, -1.2124, -2.4324], [0.2424, -1.6421, -3.8784], [0.7078, -0.0311, -2.1845], [-0.1369, -1.0301, 4.9473], [-1.8065, -0.5397, 5.1870], [-0.5032, 0.5609, 5.4548], [-1.1734, -0.4445, 2.7540], [-1.5280, 1.5014, 1.1720], [1.1078, 3.0346, 0.9976], [-0.3918, 3.7213, 1.6082], [-1.1129, 5.3661, -0.1583], [-1.5811, 5.1823, -2.7074], [-0.9747, 2.8540, -3.6102], [0.0089, 1.5433, -1.5397], [1.2573, 0.6914, 0.5148], [1.9239, -1.2678, -0.0985], [0.2893, -3.3620, 1.2587], [2.0500, -3.0367, 1.2789], [0.9460, -5.1182, -0.1727], [2.3169, -4.1335, -0.7941], [0.7733, -3.9607, -2.5164], [-0.5865, -3.7796, -1.3646], [0.2038, -0.7646, -4.4796], [-0.6755, -2.2352, -3.9403], [1.1065, -2.2028, -4.2332]],
  "nbo_charge": [-0.418, -0.608, 0.668, -0.623, -0.131, -0.438, 0.153, -0.058, -0.459, 0.249, -0.471, -0.620, 0.702, -0.638, -0.122, -0.413, -0.392, -0.225, -0.404, 0.727, -0.702, -0.730, 0.200, 0.212, 0.235, 0.417, 0.237, 0.239, 0.275, 0.260, 0.456, 0.254, 0.503, 0.406, 0.209, 0.232, 0.232, 0.233, 0.207, 0.226, 0.203, 0.238, 0.242, 0.239],
  "homo_ev": -12.00,
  "gap_ha": 0.3473,
  "total_charge": 1,
  "smiles": "CNC(=O)[C@@H](Cc1c[nH]c[nH+]1)NC(=O)[C@H]1CCCN1C(C)=O",
  "lumo_ev": -2.55
}



(2)
{
  "formula": "C4H8N4O",
  "method": "the ωB97M-V functional and the def2-TZVPD basis",
  "symbols": ["C", "N", "C", "C", "N", "C", "N", "N", "O", "H", "H", "H", "H", "H", "H", "H", "H"],
  "positions_angstrom": [[-2.0461, 0.1189, -1.0703], [-0.8013, 0.1402, -0.3150], [0.4836, -0.4560, -0.8341], [-0.6793, 0.3015, 0.9680], [1.2372, 0.5632, -1.4495], [1.1194, -0.4797, 1.0664], [-1.2234, 0.7482, 1.9800], [2.1193, 0.2855, 1.2554], [0.4665, -1.6136, -1.2645], [1.6409, 1.2021, -0.7681], [1.9727, 0.1515, -2.0109], [-1.0529, 0.3390, 2.8915], [2.8126, -0.1285, 1.8857], [1.0230, -1.5001, 1.4687], [-2.3231, -0.9205, -1.2544], [-2.8493, 0.6158, -0.5269], [-1.8998, 0.6326, -2.0219]],
  "nbo_charge": [-0.421, -0.486, 0.749, 0.644, -0.831, -0.075, -0.712, -0.633, -0.596, 0.402, 0.386, 0.401, 0.343, 0.167, 0.216, 0.227, 0.220],
  "homo_ev": -8.63,
  "gap_ha": 0.2921,
  "lumo_ev": -0.69
}



(3)
{
  "formula": "C24H30N4O3",
  "method": "the ωB97M-V functional and the def2-TZVPD basis",
  "symbols": ["C", "N", "C", "O", "C", "C", "C", "C", "C", "C", "C", "C", "N", "C", "C", "O", "H", "H", "H", "H", "H", "H", "H", "H", "H", "H", "H", "H", "H", "H", "H", "H", "C", "N", "C", "C", "C", "C", "C", "C", "C", "C", "C", "C", "N", "C", "O", "H", "H", "H", "H", "H", "H", "H", "H", "H", "H", "H", "H", "H", "H"],
  "positions_angstrom": [[-2.8194, 5.7657, 3.2466], [-3.1532, 6.2820, 1.9187], [-2.9819, 5.6950, 0.7279], [-3.3215, 6.3182, -0.2658], [-2.3269, 4.2944, 0.6391], [-0.7906, 4.3563, 0.6764], [-0.1168, 3.0106, 0.8546], [0.5059, 2.3721, -0.2340], [1.1406, 1.1324, -0.0534], [1.1512, 0.5213, 1.2120], [0.5249, 1.1532, 2.3003], [-0.1072, 2.3967, 2.1217], [-2.8184, 3.4063, -0.4338], [-2.7663, 3.4963, -1.7654], [-1.8969, 4.5076, -2.4902], [-3.4037, 2.6931, -2.4287], [-3.3213, 4.8128, 3.4230], [-3.1532, 6.4760, 4.0054], [-1.7402, 5.6385, 3.3455], [-3.5746, 7.1980, 1.8673], [-2.6138, 3.7886, 1.5578], [-0.4166, 4.8339, -0.2278], [-0.4837, 4.9908, 1.5077], [0.5008, 2.8275, -1.2127], [1.6167, 0.6499, -0.8933], [1.6361, -0.4356, 1.3454], [0.5299, 0.6827, 3.2732], [-0.5837, 2.8802, 2.9615], [-3.3754, 2.6236, -0.1326], [-1.9091, 5.4718, -1.9980], [-2.2825, 4.6295, -3.5007], [-0.8791, 4.1329, -2.5399], [-0.3222, -6.6052, -1.5524], [-0.4668, -6.7094, -0.0867], [0.3962, -7.7207, 0.5500], [-0.5990, -5.4238, 0.6415], [0.6218, -4.5446, 0.4983], [1.6757, -4.4780, 1.3703], [2.5976, -3.5214, 0.8110], [2.0297, -3.0711, -0.3544], [2.5719, -2.0851, -1.2889], [3.8322, -1.4989, -1.1205], [4.2560, -0.5643, -2.0628], [3.4249, -0.2376, -3.1359], [2.2170, -0.7956, -3.2963], [1.7998, -1.7046, -2.3980], [0.8182, -3.6824, -0.5513], [-0.4862, -7.5808, -2.0211], [0.6803, -6.2559, -1.8207], [-1.0564, -5.9033, -1.9609], [0.3053, -8.6815, 0.0334], [0.1069, -7.8683, 1.5952], [1.4452, -7.4088, 0.5190], [-0.7751, -5.6246, 1.7031], [-1.4701, -4.8769, 0.2674], [1.7903, -5.0468, 2.2879], [3.5506, -3.2200, 1.2320], [4.4770, -1.7552, -0.2846], [5.2251, -0.0855, -1.9743], [3.7656, 0.4935, -3.8628], [0.8184, -2.1453, -2.5454]],
  "nbo_charge": [-0.419, -0.609, 0.664, -0.625, -0.116, -0.424, -0.025, -0.218, -0.139, -0.237, -0.204, -0.220, -0.613, 0.688, -0.718, -0.630, 0.198, 0.221, 0.195, 0.411, 0.211, 0.227, 0.215, 0.211, 0.208, 0.218, 0.212, 0.202, 0.411, 0.241, 0.246, 0.218, -0.415, -0.438, -0.413, -0.260, 0.274, -0.316, -0.282, 0.256, -0.124, -0.162, -0.246, 0.020, -0.406, 0.042, -0.412, 0.202, 0.170, 0.205, 0.204, 0.197, 0.169, 0.220, 0.216, 0.231, 0.224, 0.219, 0.221, 0.198, 0.211],
  "homo_ev": -8.05,
  "gap_ha": 0.3115,
  "smiles": "CNC(=O)[C@H](Cc1ccccc1)NC(C)=O.CN(C)Cc1ccc(-c2cccnc2)o1",
  "lumo_ev": 0.43
}



(4)
{
  "formula": "C55H44AlN6P",
  "method": "the ωB97M-V functional and the def2-TZVPD basis",
  "symbols": ["Al", "C", "N", "C", "N", "C", "C", "C", "C", "C", "C", "C", "C", "C", "C", "C", "C", "C", "C", "P", "C", "N", "C", "C", "N", "C", "C", "C", "C", "C", "C", "C", "C", "C", "C", "C", "C", "C", "C", "N", "C", "C", "N", "C", "C", "C", "C", "C", "C", "C", "C", "C", "C", "C", "C", "C", "H", "H", "H", "H", "H", "H", "H", "H", "H", "H", "H", "H", "H", "H", "H", "H", "H", "H", "H", "H", "H", "H", "H", "H", "H", "H", "H", "H", "H", "H", "H", "H", "H", "H", "H", "H", "H", "H", "H", "C", "C", "C", "C", "C", "C", "C", "H", "H", "H", "H", "H"],
  "positions_angstrom": [[0.1654, 0.1895, 0.1113], [1.2462, 5.1503, 0.4280], [0.5790, 4.0227, -0.1868], [1.0088, 2.7440, -0.0720], [0.0939, 1.9390, -0.6663], [-0.7753, 2.7661, -1.3988], [-0.5235, 4.0537, -1.0301], [-1.1912, 5.3252, -1.3589], [-2.5221, 5.5212, -0.9987], [-3.1644, 6.7085, -1.3103], [-2.4806, 7.7154, -1.9782], [-1.1524, 7.5305, -2.3345], [-0.5100, 6.3411, -2.0252], [-1.6450, 2.2798, -2.4819], [-1.8629, 0.9221, -2.6771], [-2.6277, 0.4552, -3.7338], [-3.1927, 1.3448, -4.6320], [-2.9574, 2.7036, -4.4733], [-2.1828, 3.1650, -3.4239], [2.6520, 2.4259, 0.5511], [2.8475, 0.7567, -0.0743], [1.9371, -0.1410, -0.5020], [2.6122, -1.1952, -1.1072], [3.9451, -0.9977, -0.9309], [4.0786, 0.2261, -0.2868], [5.3182, 0.9019, 0.0310], [5.1074, -1.7832, -1.3743], [5.2965, -2.0440, -2.7293], [6.3919, -2.7794, -3.1543], [7.3141, -3.2531, -2.2318], [7.1322, -2.9975, -0.8799], [6.0332, -2.2685, -0.4529], [1.8972, -2.3085, -1.7448], [2.3951, -3.6116, -1.7089], [1.7059, -4.6454, -2.3210], [0.5107, -4.3997, -2.9840], [0.0120, -3.1065, -3.0334], [0.7025, -2.0733, -2.4217], [1.0562, 0.8931, 2.9813], [0.3684, 0.2053, 2.0140], [-0.4278, -0.7796, 2.5905], [-0.2627, -0.7292, 3.9312], [0.6469, 0.3136, 4.1385], [1.1526, 0.7239, 5.4310], [-0.8550, -1.5307, 5.0121], [-1.5678, -0.9231, 6.0453], [-2.1099, -1.6809, 7.0714], [-1.9544, -3.0603, 7.0754], [-1.2619, -3.6763, 6.0427], [-0.7123, -2.9166, 5.0217], [-1.3110, -1.5909, 1.7250], [-2.5666, -2.0831, 2.3146], [-3.1735, -3.2082, 1.9158], [-2.5438, -4.1084, 0.9682], [-1.3621, -3.8048, 0.4155], [-0.7172, -2.5033, 0.6259], [1.5522, 4.8768, 1.4371], [0.5594, 5.9911, 0.4733], [2.1355, 5.4327, -0.1400], [-3.0494, 4.7273, -0.4853], [-4.2002, 6.8489, -1.0314], [-2.9819, 8.6431, -2.2204], [-0.6182, 8.3098, -2.8616], [0.5214, 6.1880, -2.3186], [-1.4326, 0.2060, -1.9930], [-2.7863, -0.6088, -3.8456], [-3.7967, 0.9845, -5.4543], [-3.3662, 3.4123, -5.1819], [-1.9815, 4.2223, -3.3553], [6.1171, 0.4998, -0.5869], [5.5729, 0.7754, 1.0837], [5.1971, 1.9658, -0.1770], [4.5744, -1.6721, -3.4450], [6.5292, -2.9771, -4.2090], [8.1731, -3.8196, -2.5659], [7.8428, -3.3723, -0.1553], [5.8794, -2.0844, 0.6035], [3.3142, -3.8212, -1.1775], [2.1021, -5.6515, -2.2728], [-0.0232, -5.2093, -3.4637], [-0.9100, -2.8953, -3.5593], [0.3247, -1.0619, -2.5186], [1.2905, -0.1430, 6.0773], [0.4740, 1.4218, 5.9261], [2.1062, 1.2181, 5.2683], [-1.7093, 0.1507, 6.0305], [-2.6613, -1.1948, 7.8660], [-2.3728, -3.6517, 7.8792], [-1.1438, -4.7521, 6.0357], [-0.1732, -3.3929, 4.2122], [-2.9869, -1.4971, 3.1232], [-4.1072, -3.5050, 2.3760], [-3.0019, -5.0717, 0.7806], [-0.8223, -4.5382, -0.1725], [0.3683, -2.5383, 0.5731], [-1.3129, -1.1495, 0.2523], [-2.6690, -1.0000, -0.3461], [-3.4455, 0.0925, 0.0499], [-4.7130, 0.2926, -0.4634], [-5.2388, -0.6008, -1.3911], [-4.4750, -1.6799, -1.8010], [-3.1980, -1.8751, -1.2859], [-3.0359, 0.7894, 0.7755], [-5.2982, 1.1434, -0.1376], [-6.2372, -0.4568, -1.7835], [-4.8709, -2.3758, -2.5313], [-2.6087, -2.7202, -1.6150]],
  "mulliken_charge": [-3.291, -1.176, 0.583, -0.549, 0.600, 0.626, 0.371, -0.687, 0.191, -0.776, -0.367, -0.839, 0.097, 0.883, 0.757, -0.468, -0.993, -0.845, -0.765, -0.580, -0.179, 0.810, -0.369, 0.764, 0.600, -1.074, -0.536, 0.063, -0.796, -0.338, -0.828, -0.029, 0.405, -0.320, -0.823, -0.737, -0.125, -0.152, -0.742, 0.719, -1.266, 0.175, 0.617, -1.108, -0.077, -0.157, -0.736, -0.386, -0.727, -0.056, 1.990, -1.240, -0.951, -0.521, -1.633, -0.563, 0.446, 0.405, 0.383, 0.492, 0.416, 0.399, 0.397, 0.474, -0.741, 0.477, 0.404, 0.424, 0.473, 0.367, 0.289, 0.460, 0.484, 0.410, 0.403, 0.395, 0.482, 0.576, 0.405, 0.426, 0.386, 0.525, 0.354, 0.305, 0.360, 0.470, 0.391, 0.396, 0.412, 0.470, 0.562, 0.465, 0.495, 0.312, 0.812, 1.605, 0.603, -0.573, -0.959, -0.699, -1.131, 0.458, 0.532, 0.467, 0.408, 0.445, 0.538],
  "homo_ev": -6.12,
  "gap_ha": 0.2470,
  "lumo_ev": 0.61
}



(5)
{
  "formula": "C4H25NO10",
  "method": "the ωB97M-V functional and the def2-TZVPD basis",
  "symbols": ["C", "N", "C", "C", "O", "C", "O", "H", "H", "H", "H", "H", "H", "H", "H", "H", "O", "H", "H", "O", "H", "H", "O", "H", "H", "O", "H", "H", "O", "H", "H", "O", "H", "H", "O", "H", "H", "O", "H", "H"],
  "positions_angstrom": [[0.3772, 1.9006, 2.7122], [1.3518, 0.8457, 2.4596], [0.7850, -0.4674, 2.1450], [-0.4104, -0.8276, 3.0379], [-1.5580, -0.6542, 2.7234], [0.3088, -0.4811, 0.6911], [0.0814, -1.8204, 0.2816], [0.8322, 2.8844, 2.6380], [-0.5027, 1.8553, 2.0807], [-0.0349, 1.8783, 3.7246], [1.9804, 0.8273, 3.2456], [1.6192, -1.1692, 2.1805], [-0.1491, -1.2579, 4.0214], [1.0168, 0.0023, 0.0317], [-0.6795, -0.0456, 0.6412], [0.8174, -2.2039, -0.2107], [2.5475, 1.2116, -1.2060], [2.5074, 1.0485, -0.2554], [1.6278, 1.5114, -1.3516], [-0.1753, -1.2392, -3.8529], [-0.6763, -1.9207, -3.3519], [0.6597, -1.4578, -3.4091], [2.5605, -1.5381, -1.3323], [2.6342, -0.5496, -1.3805], [2.7978, -1.7430, -2.2453], [1.6592, 3.3708, 0.1056], [1.9536, 4.0192, -0.5362], [2.2475, 3.2818, 0.8571], [-0.1046, 0.9549, -2.0574], [-0.9242, 0.4401, -1.9352], [0.1750, 0.5341, -2.8877], [-3.2363, 0.6977, 0.7185], [-2.6315, 1.4379, 0.8406], [-2.9615, 0.0423, 1.3788], [-2.6728, 0.0427, -1.7939], [-3.2791, 0.4924, -2.3912], [-3.0673, 0.1228, -0.8915], [-1.5670, -2.5837, -1.9366], [-1.3234, -2.3101, -1.0386], [-2.2505, -1.9266, -2.1333]],
  "nbo_charge": [-0.423, -0.621, -0.193, 0.462, -0.556, -0.072, -0.771, 0.205, 0.199, 0.171, 0.367, 0.225, 0.117, 0.197, 0.179, 0.511, -0.960, 0.470, 0.520, -0.975, 0.499, 0.456, -0.997, 0.500, 0.467, -0.959, 0.485, 0.476, -1.011, 0.505, 0.489, -0.958, 0.483, 0.510, -1.002, 0.486, 0.512, -0.982, 0.499, 0.491],
  "homo_ev": -9.42,
  "gap_ha": 0.3572,
  "smiles": "CN[C@@H](C=O)CO.O.O.O.O.O.O.O.O",
  "lumo_ev": 0.30
}



(6)
{
  "formula": "CH6N2O",
  "method": "the ωB97M-V functional and the def2-TZVPD basis",
  "symbols": ["H", "N", "C", "N", "H", "H", "H", "O", "H", "H"],
  "positions_angstrom": [[-0.2830, 1.0888, 1.9545], [-0.9521, 1.3334, 1.2339], [-0.6252, 0.9169, 0.0835], [0.7107, 0.7457, -0.3217], [-1.3358, 0.4476, -0.5983], [0.8506, 1.1133, -1.2522], [1.3948, 1.1483, 0.3042], [0.3977, -2.4394, -0.7969], [1.0047, -2.6452, -0.0730], [0.5930, -1.4785, -0.8203]],
  "nbo_charge": [0.344, -0.707, 0.297, -0.866, 0.178, 0.385, 0.378, -0.942, 0.460, 0.473],
  "homo_ev": -9.42,
  "gap_ha": 0.3755,
  "smiles": "[H]/N=C\\N.O",
  "lumo_ev": 0.79
}